The following is a quantum chemistry calculation of C38H44F4N8O14S4Zn as an isolated structure, from OMol25.

Net charge: +4
Frontier orbital gap (eV): 7.22
Calculated total energy (eV): -183302.2972

Element x y z (Å)
Zn (-0.2616, 1.0410, -0.5474)
C (9.0943, 1.6422, -5.2078)
N (8.1477, 1.5092, -4.0968)
C (6.8001, 1.6602, -4.2514)
C (5.9083, 1.6345, -3.1958)
C (6.4546, 1.5123, -1.9283)
C (7.8437, 1.3031, -1.7429)
C (8.6598, 1.2889, -2.8479)
C (5.6623, 1.4482, -0.7117)
C (4.5240, 0.6549, -0.7127)
C (3.7647, 0.6066, 0.4416)
N (4.0504, 1.2625, 1.5256)
C (5.1106, 2.1066, 1.5386)
C (5.9686, 2.1791, 0.4402)
C (3.1646, 1.2477, 2.6982)
H (10.1113, 1.6798, -4.9148)
H (8.8549, 2.6257, -5.6321)
H (8.9973, 0.8972, -5.9668)
H (6.4502, 1.8516, -5.2348)
H (4.8467, 1.7116, -3.3235)
H (8.2612, 1.1321, -0.7720)
H (9.7412, 1.2312, -2.7880)
H (4.1606, 0.1561, -1.6213)
H (2.8446, -0.0189, 0.4161)
H (5.2311, 2.7413, 2.3984)
H (6.9017, 2.7155, 0.5453)
H (3.4266, 2.0867, 3.3888)
H (3.2800, 0.3039, 3.2239)
H (2.1177, 1.3673, 2.3597)
C (-4.4344, -0.5943, 2.0254)
N (-4.6353, 0.2947, 3.2296)
C (-4.3164, 1.5919, 3.1301)
C (-4.3913, 2.4014, 4.2611)
C (-4.9394, 1.8927, 5.4172)
C (-5.3621, 0.5495, 5.5090)
C (-5.0976, -0.2471, 4.3956)
C (-5.1800, 2.8269, 6.5083)
C (-4.2305, 3.6929, 6.9883)
C (-4.4396, 4.5098, 8.0246)
N (-5.6576, 4.4725, 8.5995)
C (-6.6371, 3.7391, 8.0739)
C (-6.4337, 2.8684, 7.0560)
C (-5.9562, 5.3436, 9.7542)
H (-4.7919, 0.0222, 1.1937)
H (-5.0281, -1.5172, 2.1745)
H (-3.3821, -0.8319, 1.8962)
H (-4.0231, 2.0213, 2.2254)
H (-4.1099, 3.4808, 4.0721)
H (-5.5733, 0.1477, 6.5140)
H (-5.1776, -1.3436, 4.4361)
H (-3.2454, 3.7072, 6.5724)
H (-3.6234, 5.1155, 8.3918)
H (-7.5950, 3.9383, 8.5351)
H (-7.2450, 2.2753, 6.6962)
H (-6.8578, 5.0930, 10.3035)
H (-6.2314, 6.3126, 9.3482)
H (-5.0807, 5.5017, 10.4080)
C (1.8920, -7.8816, -7.3511)
N (1.3086, -6.8125, -6.4978)
C (0.7567, -5.7550, -7.0269)
C (0.1202, -4.7999, -6.3000)
C (0.0107, -4.9957, -4.9116)
C (0.6439, -6.0906, -4.3160)
C (1.2542, -7.0142, -5.1882)
C (-0.9254, -4.2150, -4.0910)
C (-1.9682, -4.8664, -3.4327)
C (-2.7557, -4.1417, -2.6109)
N (-2.7426, -2.8217, -2.5362)
C (-1.8156, -2.1068, -3.2724)
C (-0.8905, -2.7767, -4.0697)
C (-3.7353, -2.1042, -1.6470)
H (1.3239, -8.8170, -7.1744)
H (2.9776, -8.0039, -7.1225)
H (1.7022, -7.6419, -8.3687)
H (0.7992, -5.7299, -8.1132)
H (-0.3776, -4.0250, -6.8421)
H (0.4756, -6.1903, -3.2523)
H (1.6239, -7.9841, -4.8955)
H (-2.1199, -5.9801, -3.4690)
H (-3.5331, -4.6624, -2.0314)
H (-1.8792, -1.0335, -3.1897)
H (-0.0944, -2.3352, -4.7125)
H (-4.4232, -2.9099, -1.3014)
H (-4.1882, -1.3800, -2.3105)
H (-3.1892, -1.5460, -0.9208)
O (1.8066, -2.3642, 0.3541)
C (0.6518, -1.6448, 0.2118)
O (-0.3589, -2.2158, -0.0817)
O (0.7901, -0.3484, 0.2236)
H (1.5185, -3.2690, 0.1371)
O (-3.8567, 1.8460, -2.2134)
C (-3.2829, 1.5245, -1.0553)
O (-3.8381, 1.9270, 0.0002)
O (-2.1596, 0.8240, -1.2403)
H (-4.3717, 2.6175, -1.9209)
N (-1.3557, 0.4353, 2.3697)
S (-0.7972, 1.8975, 2.3904)
O (-0.6192, 2.2657, 0.9539)
O (0.2995, 2.2460, 3.3139)
F (-1.9669, 2.8206, 2.7209)
S (-0.7427, -0.7173, 3.3574)
O (0.6379, -1.0037, 3.2785)
O (-1.7432, -1.7389, 3.2530)
F (-0.9515, -0.1366, 4.8040)
N (0.9010, 2.0299, -2.0693)
S (1.4127, 1.2666, -3.4233)
O (2.7136, 0.6950, -3.4335)
O (0.9569, 1.8929, -4.5966)
F (0.5830, 0.0652, -3.2338)
S (1.7359, 3.3454, -1.7180)
O (2.5096, 3.9426, -2.7812)
O (2.4348, 3.2979, -0.4692)
F (0.4009, 4.2773, -1.3970)

Cartesian forces, eV/Å:
Zn -1.097 0.018 -0.436
C -1.120 1.639 -0.942
N -0.460 -0.577 1.720
C 0.716 -0.027 0.221
C 1.193 -0.073 0.277
C 1.755 -0.643 0.518
C -0.700 0.232 -1.261
C -0.210 0.618 -0.530
C -1.230 0.027 0.399
C -0.095 0.497 -0.034
C -1.737 -2.350 -1.898
N 0.987 2.135 1.133
C 0.645 -0.200 -1.115
C -0.356 -0.560 0.891
C -0.779 0.478 0.553
H 0.766 -0.107 0.831
H 0.259 -0.295 -0.262
H -0.431 -0.648 -0.283
H -0.062 0.016 -0.834
H -0.334 0.191 -0.340
H 0.138 0.008 0.311
H -0.171 -0.248 0.001
H 0.242 0.098 0.603
H 0.605 0.597 0.425
H 0.122 -0.138 0.238
H -0.228 0.410 -0.154
H -0.196 -0.727 -0.759
H -0.048 -0.075 -0.034
H 0.763 -0.115 0.239
C -0.814 0.274 0.248
N 0.052 -0.831 0.086
C -0.607 -0.372 2.211
C 0.063 0.853 -1.517
C -0.162 -0.095 -0.307
C 1.579 0.079 -0.387
C 0.138 0.009 0.445
C -0.335 -0.503 0.073
C 1.531 -0.537 -1.298
C -0.561 0.164 1.059
N 0.357 0.763 0.673
C -0.887 0.699 1.208
C -0.272 -0.006 0.003
C 0.107 1.434 0.076
H 0.083 -0.440 -0.026
H 0.298 0.671 -0.138
H 0.019 0.133 0.227
H 0.402 -0.049 -1.704
H -0.399 -1.404 0.727
H -0.345 -0.052 -0.914
H -0.143 0.684 -0.226
H 0.419 -0.115 -0.346
H -0.413 0.250 0.446
H -0.115 -0.427 -0.041
H -0.366 -0.262 -0.181
H 0.247 -0.877 0.070
H 0.281 0.319 -0.185
H -0.465 -0.494 -0.373
C 0.211 -0.928 0.834
N 0.455 -1.416 0.534
C -0.135 1.097 -2.204
C -0.248 -0.202 1.096
C 0.087 -0.303 -0.607
C -0.151 -0.256 -1.579
C -0.313 0.140 1.946
C -0.855 1.813 -0.153
C 1.639 -1.658 -0.442
C -2.236 -0.395 1.035
N 1.309 1.200 -0.391
C -0.215 -0.873 0.076
C 0.196 -1.541 -0.001
C 0.161 -1.148 -1.430
H 0.512 0.475 0.191
H -0.963 0.122 -0.265
H 0.211 0.402 -0.829
H -0.036 0.287 0.187
H -0.229 0.480 0.007
H 0.520 -0.650 -0.044
H 0.219 0.073 0.464
H 0.279 1.350 -0.032
H 0.429 0.441 -0.206
H 0.019 0.212 0.096
H -0.971 0.287 0.924
H 0.428 1.115 0.020
H -0.620 0.045 0.033
H 0.407 0.025 0.871
O -0.303 0.394 0.121
C 0.975 1.522 -1.207
O -1.924 -1.195 -0.256
O 1.101 -0.882 0.461
H 0.279 0.262 0.385
O -0.144 0.622 -0.134
C 1.726 -0.335 1.385
O 1.520 -1.166 -1.243
O -1.460 0.691 0.811
H -0.577 -0.207 -0.670
N 0.773 0.470 1.471
S 3.931 -0.258 -1.648
O 0.218 0.301 1.916
O -2.697 -0.792 -1.807
F -0.842 0.619 0.774
S -2.300 -0.321 -0.280
O 0.288 0.255 -0.360
O 0.789 -0.030 0.128
F 0.051 0.371 0.002
N 0.958 -0.811 -0.204
S 1.047 2.676 -0.978
O 1.360 0.415 0.751
O -0.155 0.531 -0.377
F -3.076 -3.577 0.826
S -0.073 3.288 0.622
O -1.583 -1.139 0.405
O -0.702 -0.776 0.177
F 2.081 -1.169 -0.594